The following is a DFT calculation (ωB97M-V/def2-TZVPD) of C2H2N2O2 as an isolated structure.

```
8
Properties=species:S:1:pos:R:3:forces:R:3
C -0.659 0.118 -0.233 -1.9 -2.5 0.0
C -0.318 -1.057 0.397 1.3 2.7 -0.2
N 1.420 0.251 0.303 2.8 0.3 0.7
N 0.499 0.803 -0.286 -2.1 5.2 -2.3
O 0.406 2.363 -1.007 0.6 -4.0 1.9
O 0.986 -0.918 0.785 -0.9 -0.3 -0.7
H -1.650 0.418 -0.645 1.5 0.0 0.3
H -0.684 -1.980 0.686 -1.3 -1.3 0.3
```
Forces are in eV/Å.

**ΔE to the lowest compared entry with this formula, charge and spin**: 665.5 kJ/mol
**Multiplicity**: 1
**Energy**: -9174.8887 eV
**Kohn-Sham gap**: 9.776 eV
**Strongest force on any atom**: 6.05 eV Å⁻¹
**E_LUMO**: 0.0 eV

=====

The following is a DFT calculation (ωB97M-V/def2-TZVPD) of a 2-piece molecular cluster, C4H12 overall.

```
16
Properties=species:S:1:pos:R:3:forces:R:3
C -1.489 4.382 -0.222 2.7 -0.6 -0.5
H -0.755 3.592 0.138 -1.2 0.5 -0.5
H -2.182 4.029 -0.991 0.4 0.2 0.1
H -0.790 5.195 -0.517 -0.7 -0.5 -0.5
H -1.976 4.780 0.611 -1.1 0.3 1.3
C -0.571 -1.482 -0.296 2.5 -2.8 0.5
C 0.928 -2.074 -0.374 -2.7 0.7 3.7
C 1.641 -2.458 0.951 -1.8 -0.1 -2.0
H -1.000 -2.102 0.548 0.1 0.9 -0.8
H -1.041 -1.680 -1.250 -0.1 -0.1 -0.4
H -0.722 -0.440 -0.119 0.1 1.0 0.5
H 1.548 -1.434 -1.052 0.4 0.7 -0.9
H 0.983 -2.795 -1.212 0.7 -0.6 -0.6
H 2.207 -3.400 0.777 -0.2 0.6 0.6
H 2.364 -1.668 1.246 0.1 0.0 -0.1
H 0.858 -2.443 1.762 1.0 -0.3 -0.6
```
Forces are in eV/Å.

**ΔE to the lowest compared entry with this formula, charge and spin**: 51.2 kJ/mol
**Net charge**: +1
**Multiplicity**: 2
**Expectation value of S²**: 0.752
**Energy**: -4330.7016 eV
**Kohn-Sham gap (alpha / beta)**: 11.524 / 3.916 eV
**Strongest force on any atom**: 4.65 eV Å⁻¹
**E_LUMO (alpha / beta)**: -3.4 / -11.0 eV

=====

The following is a DFT calculation (ωB97M-V/def2-TZVPD) of one molecule with the formula C4H9NO2.

```
16
Properties=species:S:1:pos:R:3:forces:R:3
O 0.132 -1.391 -2.726 0.3 -0.1 0.4
C 0.258 -2.098 -1.736 -0.9 0.6 -2.4
C -0.288 -1.561 -0.462 1.6 0.2 1.6
C -0.013 -0.036 -0.405 -1.3 -0.6 1.4
N -0.374 0.310 1.011 -0.8 0.9 -1.8
C -0.415 1.744 1.216 1.5 -1.0 2.5
O 0.960 2.169 1.352 0.7 -0.1 -0.2
H 0.695 -3.071 -2.014 0.1 -0.3 1.3
H 0.177 -1.959 0.462 0.2 -0.3 -0.6
H -1.340 -1.767 -0.258 -0.1 0.1 -0.6
H -0.728 0.417 -1.094 0.4 0.4 0.1
H 1.024 0.267 -0.610 -0.3 -0.3 -0.3
H 0.333 -0.128 1.584 0.0 0.4 0.5
H -0.713 1.938 2.268 -0.9 -0.2 -0.8
H -1.050 2.238 0.497 0.1 0.2 -0.4
H 1.341 2.929 0.916 -0.7 0.4 -0.6
```
Forces are in eV/Å.

**ΔE to the lowest compared entry with this formula, charge and spin**: 256.9 kJ/mol
**Multiplicity**: 1
**Energy**: -9877.3984 eV
**Kohn-Sham gap**: 10.335 eV
**SMILES string**: O=CCCNCO
**Strongest force on any atom**: 3.10 eV Å⁻¹
**E_LUMO**: 0.9 eV

=====

The following is a DFT calculation (ωB97M-V/def2-TZVPD) of one molecule with the formula C6H13N.

```
20
Properties=species:S:1:pos:R:3:forces:R:3
C 2.273 1.385 0.476 -0.3 2.1 -1.3
C 1.651 0.238 0.277 -1.0 -1.1 0.0
C 1.787 -0.902 1.224 -4.4 0.1 2.4
C 0.625 -0.039 -0.915 0.4 2.1 0.9
C -0.808 -0.639 -0.549 0.7 3.6 1.9
C -1.862 0.581 -0.672 -0.8 -3.3 3.1
N -3.224 -0.005 -0.256 0.8 0.2 -2.7
H 2.081 2.215 -0.246 0.1 -0.7 0.5
H 2.946 1.725 1.267 -0.2 -0.9 0.0
H 2.179 -0.802 2.253 0.2 0.6 -0.8
H 2.152 -1.769 0.818 1.3 -2.1 -1.3
H 0.631 -1.270 1.455 2.9 0.9 -0.3
H 0.619 1.016 -1.473 -0.5 -2.4 0.9
H 1.024 -0.784 -1.558 1.0 -0.4 -0.8
H -0.798 -1.086 0.551 -0.4 1.1 -2.4
H -1.100 -1.402 -1.219 -0.1 -0.8 -0.8
H -1.609 1.352 0.061 0.0 -0.3 0.2
H -1.900 1.137 -1.569 0.0 -0.2 -1.5
H -3.271 0.023 0.729 -0.2 -0.4 1.0
H -3.395 -0.974 -0.654 0.5 1.8 1.0
```
Forces are in eV/Å.

**ΔE to the lowest compared entry with this formula, charge and spin**: 218.2 kJ/mol
**Multiplicity**: 1
**Energy**: -7920.5719 eV
**Kohn-Sham gap**: 9.860 eV
**SMILES string**: C=C(C)CCCN
**Strongest force on any atom**: 5.05 eV Å⁻¹
**E_LUMO**: 1.0 eV

=====

The following is a DFT calculation (ωB97M-V/def2-TZVPD) of a 2-piece molecular cluster, C2H7NO2 overall.

```
12
Properties=species:S:1:pos:R:3:forces:R:3
C 1.085 1.425 -0.222 0.2 1.3 0.5
C 0.350 0.474 -1.103 1.8 -0.8 0.8
N -0.878 0.904 -1.416 -1.6 0.1 -0.9
O 0.859 -0.588 -1.417 -0.8 0.1 -0.5
H 0.640 1.384 0.787 0.2 0.1 -0.3
H 0.893 2.424 -0.650 0.3 0.0 0.5
H 2.175 1.284 -0.132 -0.7 -0.3 -0.3
H -1.210 1.826 -1.124 0.3 -0.8 -0.4
H -1.427 0.348 -2.076 0.3 0.5 0.6
O -0.679 -3.391 2.159 -0.5 0.7 0.9
H -0.482 -2.443 2.338 -0.2 -1.0 -0.2
H -1.326 -3.646 2.855 0.7 0.3 -0.7
```
Forces are in eV/Å.

**ΔE to the lowest compared entry with this formula, charge and spin**: 62.2 kJ/mol
**Multiplicity**: 1
**Energy**: -7772.8809 eV
**Kohn-Sham gap**: 10.345 eV
**SMILES string**: CC(N)=O.O
**Strongest force on any atom**: 2.16 eV Å⁻¹
**E_LUMO**: 0.7 eV

=====

The following is a DFT calculation (ωB97M-V/def2-TZVPD) of C6H16N2 as an isolated structure.

```
24
Properties=species:S:1:pos:R:3:forces:R:3
C 1.102 0.479 -0.648 -1.3 -1.5 1.2
C 1.649 1.073 0.648 -0.1 0.0 0.1
C 1.432 -0.984 -0.872 -0.4 -0.2 -0.2
N 1.648 -1.755 0.249 0.2 0.1 0.4
N 1.311 -1.596 -1.984 0.2 -0.1 -0.2
H 1.899 -2.709 0.046 0.0 0.0 -0.1
H 2.155 -1.338 1.013 0.0 0.0 0.0
H 1.057 -0.978 -2.749 0.0 0.2 0.1
H -0.144 0.316 -0.470 3.5 1.4 -1.3
H 1.590 0.999 -1.476 -1.1 0.3 -0.3
H 1.165 0.632 1.519 0.0 0.0 0.1
H 2.726 0.927 0.760 0.1 0.0 -0.1
H 1.466 2.145 0.683 -0.1 0.0 0.0
C -1.685 -0.379 0.053 -3.7 0.1 0.6
C -1.516 -0.797 1.491 1.1 0.4 0.1
C -2.400 0.725 -0.299 -0.1 -2.0 0.7
H -1.791 -1.251 -0.590 0.9 0.3 -0.6
H -0.463 2.704 -1.248 -1.8 -0.7 0.8
H -1.516 0.066 2.159 0.0 0.0 0.0
H -2.756 1.403 0.464 0.4 0.4 0.0
H -0.578 -1.340 1.604 0.1 0.1 0.2
H -2.288 -1.482 1.844 -0.2 0.1 -0.4
H -1.157 2.389 -0.944 1.9 1.0 -0.9
H -2.906 0.751 -1.252 0.4 0.3 -0.3
```
Forces are in eV/Å.

**ΔE to the lowest compared entry with this formula, charge and spin**: 323.0 kJ/mol
**Multiplicity**: 1
**Energy**: -9458.7271 eV
**Kohn-Sham gap**: 9.682 eV
**Strongest force on any atom**: 4.02 eV Å⁻¹
**E_LUMO**: 0.8 eV

=====

The following is a DFT calculation (ωB97M-V/def2-TZVPD) of an isolated ion of composition C4H7NO2S and charge -2.

```
15
Properties=species:S:1:pos:R:3:forces:R:3
C 0.136 0.703 1.370 0.2 -0.2 -0.3
C 0.330 0.032 -0.016 0.8 -0.1 0.8
C 0.982 0.989 -1.050 -1.1 0.5 0.7
S 2.634 0.604 -1.645 0.4 0.0 -0.2
N -0.932 -0.529 -0.485 0.7 0.7 0.1
C -1.419 -1.765 0.023 -0.8 -0.3 -1.0
O -0.820 -2.275 0.984 0.3 0.0 0.7
O -2.443 -2.215 -0.577 0.3 0.1 0.1
H 1.043 0.569 1.976 -0.1 0.2 -0.1
H -0.662 0.158 1.870 -0.1 0.2 0.2
H -0.078 1.778 1.271 -0.2 -0.2 0.1
H 1.080 -0.739 0.181 -0.3 -0.3 -0.3
H 0.246 1.087 -1.845 0.0 -0.1 -0.6
H 0.937 1.987 -0.582 0.4 -0.1 -0.1
H -1.034 -0.382 -1.475 -0.4 -0.4 0.0
```
Forces are in eV/Å.

**ΔE to the lowest compared entry with this formula, charge and spin**: 54.8 kJ/mol
**Net charge**: -2
**Multiplicity**: 1
**Energy**: -20681.7996 eV
**Kohn-Sham gap**: 5.843 eV
**SMILES string**: C[C@H](C[S-])NC(=O)[O-]
**Strongest force on any atom**: 1.44 eV Å⁻¹
**E_LUMO**: 6.1 eV

=====

The following is a DFT calculation (ωB97M-V/def2-TZVPD) of one molecule with the formula C22H26N6O.

```
55
Properties=species:S:1:pos:R:3:forces:R:3
C 1.250 3.729 0.782 0.0 0.0 0.0
C 0.631 2.589 0.038 0.2 -0.2 -0.2
N 1.433 1.943 -0.780 0.5 0.6 0.2
C 0.928 0.941 -1.470 -0.8 -0.4 -0.2
N 1.513 0.138 -2.340 0.7 0.2 -0.1
C 0.543 -0.705 -2.698 -0.1 0.3 0.3
N -0.629 -0.504 -2.130 -0.8 -0.8 -0.3
N -0.413 0.552 -1.337 1.1 0.5 -0.2
C -1.261 1.171 -0.476 0.0 0.6 0.3
N -2.559 0.756 -0.347 0.2 -0.1 -0.1
C -3.315 0.226 -1.467 -0.2 -0.2 -0.5
C -3.536 -1.283 -1.388 -0.1 0.1 0.1
C -4.120 -1.675 -0.034 0.1 -0.2 -0.1
C -3.201 -1.153 1.078 -0.2 -0.1 -0.1
C -1.873 -1.924 0.970 -0.3 0.3 0.3
O -1.861 -3.089 0.642 0.0 -0.2 -0.2
N -0.760 -1.209 1.274 0.1 0.3 0.3
C 0.573 -1.484 0.919 0.3 0.0 0.0
C 0.942 -2.611 0.196 -0.1 -0.2 -0.1
C 2.250 -2.762 -0.239 0.0 0.2 0.1
C 3.178 -1.782 0.042 0.0 0.1 0.1
C 2.813 -0.663 0.789 0.0 -0.2 -0.1
C 1.523 -0.513 1.242 -0.1 -0.2 0.0
C 3.974 0.271 0.942 0.1 0.1 0.1
C 4.935 -0.201 -0.160 0.1 0.0 0.0
C 4.621 -1.692 -0.355 0.1 0.0 0.0
C -3.107 0.376 0.939 0.1 -0.2 0.3
C -0.731 2.260 0.217 -0.3 -0.3 -0.1
C -1.602 3.123 1.084 0.1 -0.1 -0.1
H 2.316 3.740 0.578 0.0 0.0 0.0
H 1.083 3.633 1.853 0.0 0.1 0.1
H 0.823 4.675 0.455 0.0 0.1 0.0
H 0.695 -1.498 -3.402 -0.1 -0.2 -0.2
H -4.287 0.738 -1.455 0.0 0.0 -0.1
H -2.801 0.480 -2.393 -0.1 0.1 0.1
H -2.580 -1.787 -1.538 -0.1 0.0 -0.1
H -4.209 -1.584 -2.191 0.0 0.0 -0.1
H -5.120 -1.251 0.087 0.0 0.0 0.1
H -4.192 -2.760 0.036 -0.1 0.1 0.0
H -3.636 -1.388 2.057 0.0 0.0 0.0
H -0.880 -0.294 1.682 -0.1 -0.1 -0.2
H 0.200 -3.353 -0.044 0.0 0.0 0.0
H 2.524 -3.633 -0.815 0.0 -0.1 -0.1
H 1.236 0.364 1.808 -0.1 0.1 0.0
H 4.420 0.155 1.935 0.0 0.0 0.0
H 3.679 1.311 0.814 0.0 0.1 0.1
H 4.698 0.333 -1.080 0.0 0.0 0.0
H 5.980 -0.023 0.091 0.0 0.0 -0.1
H 5.228 -2.314 0.310 0.1 0.0 0.0
H 4.792 -2.024 -1.378 0.1 -0.1 0.0
H -4.125 0.779 1.012 0.1 0.0 0.1
H -2.520 0.817 1.745 -0.1 0.1 0.0
H -2.649 2.979 0.834 -0.1 0.0 0.0
H -1.356 4.171 0.923 0.0 0.1 0.0
H -1.458 2.914 2.145 -0.1 0.0 0.1
```
Forces are in eV/Å.

**ΔE to the lowest compared entry with this formula, charge and spin**: 0.0 kJ/mol
**Multiplicity**: 1
**Energy**: -34225.5726 eV
**Kohn-Sham gap**: 8.409 eV
**SMILES string**: Cc1nc2ncnn2c(N2CCC[C@@H](C(=O)Nc3ccc4c(c3)CCC4)C2)c1C
**Strongest force on any atom**: 1.21 eV Å⁻¹
**E_LUMO**: 0.4 eV

=====

The following is a DFT calculation (ωB97M-V/def2-TZVPD) of a 2-piece molecular cluster, CHF2NO overall.

```
6
Properties=species:S:1:pos:R:3:forces:R:3
C 0.698 -0.857 -0.324 -2.5 2.0 1.2
N -0.488 1.125 0.012 -0.2 -1.7 -1.5
O 0.048 -1.792 -0.293 -1.2 -1.8 0.4
F -0.081 1.698 1.148 -0.3 -0.1 0.9
F -1.748 0.512 0.279 1.3 0.7 0.4
H 1.572 -0.687 -0.822 3.0 0.8 -1.3
```
Forces are in eV/Å.

**ΔE to the lowest compared entry with this formula, charge and spin**: 452.1 kJ/mol
**Multiplicity**: 1
**Energy**: -10019.0108 eV
**Kohn-Sham gap (alpha / beta)**: 9.848 / 8.053 eV
**Strongest force on any atom**: 3.46 eV Å⁻¹
**E_LUMO (alpha / beta)**: -0.1 / -0.6 eV

=====

The following is a DFT calculation (ωB97M-V/def2-TZVPD) of C17H19FN5ORuS as an isolated structure.

```
45
Properties=species:S:1:pos:R:3:forces:R:3
Ru -0.318 -0.123 1.346 0.0 -0.1 0.0
C -0.753 -2.259 -2.770 0.0 0.0 0.0
C -0.321 -1.746 -1.442 0.0 0.0 0.0
N -1.102 -0.736 -0.795 0.1 0.1 0.1
N -2.486 -1.081 -0.853 0.0 0.0 0.0
C -2.980 -1.411 0.294 0.0 0.0 0.0
N -4.241 -1.880 0.346 0.0 0.0 0.0
S -2.179 -1.272 1.876 0.0 0.0 -0.2
C 0.852 -2.169 -0.779 -0.1 0.1 0.0
C 1.723 -3.127 -1.333 0.0 0.0 0.0
C 2.869 -3.473 -0.655 0.0 0.0 0.0
C 3.150 -2.868 0.567 0.0 0.0 0.0
C 2.250 -1.940 1.060 0.0 0.0 0.0
N 1.136 -1.596 0.422 0.0 0.0 0.2
H -1.729 -1.858 -3.027 0.0 0.0 0.0
H -0.819 -3.349 -2.776 0.0 0.0 0.0
H -0.037 -1.975 -3.548 0.0 0.0 0.0
H -4.777 -1.951 -0.502 0.0 0.0 0.0
H -4.697 -2.007 1.230 0.0 0.0 0.0
H 1.483 -3.580 -2.284 0.0 0.0 0.0
H 3.546 -4.209 -1.069 0.0 0.0 0.0
H 4.041 -3.110 1.128 0.0 0.0 0.0
H 2.430 -1.447 2.008 0.0 0.0 0.0
N 2.250 3.151 1.763 0.0 0.0 0.0
C 1.383 2.162 1.926 0.0 0.0 -0.1
O 1.344 1.216 1.103 -0.1 0.0 0.0
C 0.456 2.134 3.098 0.0 0.0 0.0
C -0.821 1.387 2.702 0.1 0.0 0.0
H 2.879 3.135 0.975 0.0 0.0 0.0
H 2.293 3.922 2.406 0.0 0.0 0.0
H 0.266 3.137 3.486 0.0 0.0 0.0
H 0.989 1.586 3.882 0.0 0.0 0.0
H -1.492 2.064 2.170 0.0 0.0 0.0
H -1.344 1.019 3.581 0.0 0.0 0.0
F 0.094 4.572 -1.732 0.0 0.0 0.0
C -0.221 3.279 -1.554 0.0 0.0 0.0
C -1.373 2.959 -0.868 0.0 0.0 0.0
C -1.682 1.619 -0.673 0.0 0.0 0.0
C -0.830 0.629 -1.160 -0.1 0.0 0.0
C 0.310 0.979 -1.881 0.0 0.0 0.0
C 0.618 2.311 -2.077 0.0 0.0 0.0
H -2.024 3.745 -0.510 0.0 0.0 0.0
H -2.598 1.337 -0.172 0.0 0.0 0.0
H 0.969 0.217 -2.277 0.0 0.0 0.0
H 1.496 2.607 -2.635 0.0 0.0 0.0
```
Forces are in eV/Å.

**ΔE to the lowest compared entry with this formula, charge and spin**: 7.4 kJ/mol
**Net charge**: +1
**Multiplicity**: 5
**Expectation value of S²**: 6.049
**Energy**: -43563.3572 eV
**Kohn-Sham gap (alpha / beta)**: 8.211 / 7.205 eV
**Strongest force on any atom**: 0.19 eV Å⁻¹
**E_LUMO (alpha / beta)**: -2.3 / -4.1 eV

=====

The following is a DFT calculation (ωB97M-V/def2-TZVPD) of one molecule with the formula C13H16O2.

```
31
Properties=species:S:1:pos:R:3:forces:R:3
C 3.039 0.939 -0.832 1.5 0.9 -6.8
C 2.394 -0.299 -1.334 2.3 -0.5 -1.3
O 2.894 -1.022 -2.167 1.3 0.5 -0.8
C 1.185 -0.802 -0.801 1.7 -0.6 -2.7
C 0.718 -1.926 -1.366 -3.9 -6.0 2.3
C -0.370 -2.557 -0.674 2.7 5.4 0.7
C -0.961 -1.826 0.354 -6.4 -7.4 -3.4
O -2.545 -2.454 0.601 3.4 4.9 4.2
C -0.746 -0.592 0.578 0.9 3.2 3.9
C -1.544 0.044 1.742 10.8 3.0 -0.2
C -1.050 1.536 1.706 2.1 5.1 2.8
C -1.135 2.761 0.769 -1.6 -14.8 7.4
C -0.743 3.941 1.150 5.3 10.3 0.4
C -1.769 2.342 -0.375 -7.2 1.3 -4.4
C 0.474 -0.167 0.052 -1.8 6.8 5.6
H 4.083 1.080 -1.398 -2.4 -0.3 1.5
H 2.356 1.754 -1.067 0.2 0.4 0.1
H 3.114 0.823 0.129 0.8 -0.1 5.7
H 1.093 -2.752 -1.921 1.4 0.8 -1.5
H -0.779 -3.385 -1.011 -1.7 -4.0 -1.3
H -2.770 -1.751 1.480 0.5 -3.6 -3.9
H -1.407 -0.344 2.761 0.5 -0.2 -0.6
H -2.434 0.119 1.568 -10.2 0.2 -2.3
H -0.395 1.740 2.833 -1.9 -0.1 -3.5
H -1.574 4.719 0.990 1.2 -0.8 0.5
H 0.077 4.239 0.328 -1.6 0.1 0.9
H -0.025 4.231 2.043 -2.2 -1.4 -1.1
H -2.555 3.235 -0.733 2.4 -1.8 0.0
H -1.079 2.014 -1.076 1.3 0.0 -2.2
H -2.581 1.503 -0.460 1.7 1.0 1.4
H 0.880 0.885 0.490 -1.1 -2.6 -1.1
```
Forces are in eV/Å.

**ΔE to the lowest compared entry with this formula, charge and spin**: 948.2 kJ/mol
**Multiplicity**: 1
**Energy**: -17824.9222 eV
**Kohn-Sham gap**: 8.454 eV
**SMILES string**: CC(=O)c1ccc(O)c(CC=C(C)C)c1
**Strongest force on any atom**: 16.63 eV Å⁻¹
**E_LUMO**: 0.2 eV

=====

The following is a DFT calculation (ωB97M-V/def2-TZVPD) of one molecule with the formula C3H3NO2.

```
9
Properties=species:S:1:pos:R:3:forces:R:3
O 2.436 -0.247 0.043 1.2 -0.8 -0.3
C 1.274 -0.198 -0.071 -4.5 -0.7 0.4
C 0.330 0.922 -0.112 0.2 -0.6 0.8
C -0.952 0.581 0.109 1.6 -3.1 -2.0
N -0.951 -0.816 -0.181 -1.9 -1.7 2.6
O 0.293 -1.345 -0.068 4.1 0.7 -0.8
H 0.909 1.743 -0.295 0.3 3.0 0.0
H -1.963 0.895 0.092 -0.4 1.4 0.3
H -1.377 -1.535 0.484 -0.6 2.0 -1.0
```
Forces are in eV/Å.

**ΔE to the lowest compared entry with this formula, charge and spin**: 333.5 kJ/mol
**Multiplicity**: 1
**Energy**: -8741.6750 eV
**Kohn-Sham gap**: 9.816 eV
**SMILES string**: O=c1cc[nH]o1
**Strongest force on any atom**: 4.61 eV Å⁻¹
**E_LUMO**: 0.6 eV